C19H18N2O4S | ωB97M-V with the def2-TZVPD basis set

Values from the calculation:
multiplicity = 1
Kohn-Sham gap = 7.9 eV
ΔE to the lowest compared entry with this formula, charge and spin = 229.2 kJ/mol
structure (SMILES) = Cc1ccc(N(CC(=O)O)c2sc(=O)n(-c3ccc(C)cc3)c2O)cc1
total energy = -1543.500146 Ha
E_HOMO = -7.605 eV

Cartesian coordinates (Å):
O1 0.882 1.727 3.673
O2 1.744 0.604 -2.785
O3 2.565 2.359 -3.977
O4 0.804 -0.474 -0.513
S1 0.634 2.887 1.377
C1 0.916 1.559 2.462
C2 1.809 1.831 -3.000
C3 0.755 0.491 0.436
C4 0.458 1.751 0.025
C5 0.947 -1.281 3.681
C6 2.375 -1.742 1.807
C7 -1.562 1.472 -3.056
C8 -2.343 1.431 -0.790
C9 1.396 -2.448 4.312
C10 2.783 -2.928 2.396
C11 -2.804 1.084 -3.507
C12 -3.583 1.034 -1.251
C13 1.404 -0.866 2.442
C14 -1.309 1.724 -1.707
C15 2.302 -3.290 3.699
C16 -3.844 0.841 -2.604
N1 0.966 0.331 1.801
N2 -0.022 2.119 -1.263
C17 2.616 -4.635 4.313
C18 -5.230 0.446 -3.056
C19 0.934 2.781 -2.169
H1 2.903 1.614 -4.524
H2 0.914 -0.041 -1.391
H3 0.275 -0.680 4.219
H4 2.806 -1.486 0.864
H5 -0.791 1.727 -3.783
H6 -2.172 1.585 0.276
H7 0.939 -2.718 5.264
H8 3.437 -3.600 1.893
H9 -2.998 0.945 -4.563
H10 -4.332 0.862 -0.497
H11 3.537 -4.569 4.929
H12 2.763 -5.392 3.537
H13 1.813 -4.971 4.976
H14 -5.213 0.262 -4.138
H15 -5.977 1.230 -2.822
H16 -5.552 -0.483 -2.577
H17 0.465 3.509 -2.821
H18 1.592 3.398 -1.587

---

H18O15SV | ωB97M-V with the def2-TZVPD basis set

Values from the calculation:
multiplicity = 2
Kohn-Sham gap (alpha / beta) = 9.5 / 6.6 eV
total energy = -2481.557251 Ha
E_HOMO (alpha / beta) = -10.571 / -10.539 eV

Cartesian coordinates (Å):
O1 -0.093 -0.923 0.113
V1 -0.437 0.556 0.128
O2 -1.213 0.887 -1.272
S1 2.334 2.594 -0.497
O3 3.258 2.624 0.622
O4 2.976 2.527 -1.808
O5 1.499 1.365 -0.404
O6 1.396 3.687 -0.511
O7 -4.129 2.532 -1.810
H1 -3.294 2.545 -1.342
H2 -3.960 2.000 -2.588
O8 -2.174 0.391 1.530
H3 -2.488 -0.423 1.925
H4 -2.456 1.076 2.135
O9 0.823 0.755 2.280
H5 1.334 0.131 2.795
H6 1.112 1.614 2.588
O10 -2.710 -1.803 -1.712
H7 -2.980 -1.799 -2.631
H8 -1.948 -1.225 -1.684
O11 -0.800 -3.963 0.312
H9 -1.552 -3.399 0.135
H10 -0.507 -4.252 -0.553
O12 0.746 -2.972 2.248
H11 0.360 -3.176 1.396
H12 0.880 -3.824 2.662
O13 2.321 -0.143 -2.385
H13 2.097 0.164 -1.507
H14 2.225 -1.094 -2.338
O14 -0.845 2.822 0.482
H15 -0.067 3.303 0.200
H16 -1.552 3.466 0.445
O15 3.462 -1.725 0.539
H17 3.726 -2.643 0.487
H18 2.658 -1.677 0.022

---

C29H39BrCl2LaN4Si | ωB97M-V with the def2-TZVPD basis set

Values from the calculation:
charge = +1
multiplicity = 1
Kohn-Sham gap = 7.7 eV
ΔE to the lowest compared entry with this formula, charge and spin = 25.8 kJ/mol
total energy = -5162.779911 Ha
E_HOMO = -10.022 eV

Cartesian coordinates (Å):
La1 0.494 -1.245 -0.370
Cl1 0.473 -0.956 2.604
C1 -0.284 -2.519 2.992
Cl2 -0.721 -3.356 1.488
H1 -1.176 -2.328 3.571
H2 0.429 -3.127 3.527
C2 0.982 1.251 -0.535
Si1 -0.428 2.187 0.165
C3 -2.026 1.335 -0.410
N1 -2.136 -0.133 -0.112
C4 -2.704 -0.358 1.242
C5 -4.183 -0.005 1.369
C6 -5.007 -0.751 0.320
C7 -4.439 -0.474 -1.069
C8 -2.963 -0.842 -1.116
C9 -0.544 3.968 -0.413
C10 -0.098 5.023 0.392
C11 -0.110 6.334 -0.071
C12 -0.575 6.620 -1.348
C13 -1.026 5.590 -2.165
C14 -1.007 4.281 -1.700
C15 -0.342 2.278 2.036
C16 -1.481 2.560 2.802
C17 -1.402 2.722 4.180
C18 -0.170 2.622 4.821
C19 0.977 2.370 4.079
C20 0.887 2.198 2.700
H3 1.917 1.532 -0.027
H4 1.107 1.571 -1.583
H5 -2.041 1.452 -1.501
H6 -2.905 1.882 -0.054
H7 -2.112 0.208 1.958
H8 -2.596 -1.420 1.472
H9 -4.335 1.073 1.261
H10 -4.506 -0.265 2.379
H11 -6.057 -0.462 0.372
H12 -4.959 -1.827 0.522
H13 -4.554 0.588 -1.311
H14 -4.973 -1.036 -1.837
H15 -2.547 -0.635 -2.104
H16 -2.856 -1.920 -0.932
H17 0.260 4.823 1.398
H18 0.241 7.136 0.569
H19 -0.590 7.642 -1.706
H20 -1.392 5.808 -3.162
H21 -1.362 3.491 -2.360
H22 -2.449 2.668 2.315
H23 -2.297 2.937 4.754
H24 -0.104 2.758 5.894
H25 1.941 2.312 4.573
H26 1.795 2.011 2.133
C21 6.203 -0.589 -0.808
N2 5.444 -1.759 -0.345
C22 6.016 -3.096 -0.562
C23 4.182 -1.635 -0.017
N3 3.071 -1.516 0.291
H27 7.138 -0.523 -0.257
H28 5.626 0.315 -0.636
H29 6.418 -0.681 -1.871
H30 6.932 -3.194 0.015
H31 6.237 -3.240 -1.619
H32 5.308 -3.855 -0.242
N4 -0.044 -0.441 -3.142
H33 -0.311 0.537 -3.164
H34 -0.736 -0.956 -3.676
H35 0.827 -0.515 -3.659
Br1 1.277 -7.912 -3.040
C24 1.134 -6.142 -2.398
C25 0.616 -5.157 -3.218
C26 0.512 -3.860 -2.716
C27 0.922 -3.487 -1.427
C28 1.454 -4.536 -0.656
C29 1.556 -5.846 -1.111
H36 0.301 -5.396 -4.227
H37 0.095 -3.113 -3.389
H38 1.820 -4.348 0.352
H39 1.955 -6.629 -0.477

---

C2H6 | ωB97M-V with the def2-TZVPD basis set

Values from the calculation:
multiplicity = 1
Kohn-Sham gap (alpha / beta) = 9.5 / 9.0 eV
ΔE to the lowest compared entry with this formula, charge and spin = 352.9 kJ/mol
total energy = -79.657510 Ha
E_HOMO (alpha / beta) = -9.223 / -8.883 eV

Cartesian coordinates (Å):
C1 0.678 -0.377 -0.216
C2 -0.435 0.296 0.491
H1 1.348 -0.841 0.515
H2 0.313 -1.169 -0.867
H3 1.259 0.325 -0.809
H4 -1.748 0.800 -1.023
H5 -0.280 1.286 0.882
H6 -1.136 -0.320 1.027

---

C6H6I2 | ωB97M-V with the def2-TZVPD basis set

Values from the calculation:
multiplicity = 1
Kohn-Sham gap = 7.9 eV
ΔE to the lowest compared entry with this formula, charge and spin = 270.0 kJ/mol
total energy = -827.411052 Ha
E_HOMO = -9.831 eV

Cartesian coordinates (Å):
C1 1.486 -0.758 3.029
C2 1.372 -0.504 1.805
C3 1.227 -0.238 0.536
C4 -0.214 1.328 -1.047
C5 -0.983 -1.003 -0.066
C6 -0.278 0.308 0.129
I1 2.664 -0.617 -0.910
I2 -3.121 -0.767 -0.404
H1 0.431 2.162 -0.816
H2 0.352 0.827 -1.874
H3 -1.296 1.621 -1.398
H4 -0.557 -1.649 -0.884
H5 -0.796 -1.581 0.861
H6 -0.287 0.873 1.040

---

C5H7NO | ωB97M-V with the def2-TZVPD basis set

Values from the calculation:
multiplicity = 1
Kohn-Sham gap = 10.2 eV
ΔE to the lowest compared entry with this formula, charge and spin = 232.4 kJ/mol
total energy = -324.635958 Ha
E_HOMO = -9.415 eV

Cartesian coordinates (Å):
C1 1.368 -0.087 -0.087
C2 -0.659 0.708 -0.177
C3 -0.466 -0.022 1.152
C4 0.182 -1.054 0.098
C5 -0.824 -0.641 -0.936
H1 1.065 2.114 -0.510
H2 -1.286 1.678 -0.197
H3 -1.488 -0.371 1.578
H4 0.178 0.649 1.901
H5 0.781 -1.961 0.258
H6 -1.804 -1.069 -0.744
H7 -0.384 -0.730 -1.917
N1 0.744 1.077 -0.403
O1 2.593 -0.291 -0.014

---

C24H36BBr6CaCl8F4MgN2O9S | ωB97M-V with the def2-TZVPD basis set

Values from the calculation:
charge = +1
multiplicity = 1
Kohn-Sham gap = 1.2 eV
total energy = -22547.985942 Ha
E_HOMO = -7.012 eV

Cartesian coordinates (Å):
C1 1.034 1.570 -2.570
C2 0.136 2.055 -3.710
O1 0.471 2.074 -4.832
O2 -1.100 2.501 -3.291
C3 -2.218 1.659 -3.603
C4 -3.173 1.657 -2.379
S1 -2.318 0.730 -1.020
O3 -3.401 2.946 -1.815
C5 -3.768 3.985 -2.661
O4 -3.001 4.667 -3.178
C6 -4.460 0.828 -2.673
Br1 -5.334 1.311 -4.344
C7 -5.481 0.738 -1.512
C8 -6.419 -0.470 -1.790
Br2 -6.582 2.326 -1.279
H1 2.090 1.787 -2.794
H2 0.861 0.482 -2.442
H3 0.748 2.104 -1.644
H4 -1.840 0.627 -3.734
H5 -2.694 1.989 -4.539
H6 -1.521 -0.079 -1.730
H7 -4.862 4.135 -2.733
H8 -4.099 -0.209 -2.801
H9 -4.944 0.500 -0.579
H10 -7.377 -0.126 -2.216
H11 -6.617 -1.006 -0.846
H12 -5.961 -1.137 -2.539
C9 6.109 0.334 1.221
O5 5.913 -0.987 1.727
C10 5.008 -1.098 2.789
C11 3.788 -1.897 2.324
N1 2.957 -1.111 1.354
C12 1.910 -1.935 0.685
C13 2.394 -3.072 -0.208
O6 3.061 -2.626 -1.361
C14 4.452 -2.392 -1.236
H13 6.917 0.278 0.496
H14 5.213 0.712 0.719
H15 6.393 1.024 2.019
H16 4.739 -0.105 3.202
H17 5.491 -1.660 3.594
H18 3.142 -2.167 3.216
H19 4.155 -2.832 1.901
H20 3.588 -0.724 0.656
H21 1.319 -1.252 0.072
H22 1.233 -2.337 1.452
H23 1.500 -3.594 -0.555
H24 2.992 -3.815 0.335
H25 4.915 -3.065 -0.507
H26 4.668 -1.352 -0.969
H27 4.902 -2.575 -2.211
Mg1 2.278 -0.438 3.226
B1 -0.064 0.940 4.192
F1 1.260 0.349 3.857
F2 -0.222 2.212 3.801
F3 -1.097 0.153 3.769
F4 -0.179 0.924 5.725
C15 1.205 4.947 6.281
O7 1.373 3.632 5.869
H28 1.777 5.238 7.178
H29 1.506 5.693 5.525
H30 0.176 5.252 6.533
Ca1 -1.674 1.925 6.625
C16 -2.475 7.393 -1.123
Br3 -3.838 8.696 -0.752
Br4 -1.575 7.745 -2.768
Br5 -1.241 7.225 0.349
H31 -2.968 6.436 -1.233
C17 4.345 4.137 2.910
Cl1 6.024 4.116 3.462
Cl2 3.338 3.189 4.008
Cl3 3.756 5.788 2.867
Cl4 4.260 3.449 1.262
C18 -8.482 -3.672 -0.768
Cl5 -8.274 -2.592 0.628
Cl6 -6.906 -3.863 -1.552
Cl7 -9.097 -5.229 -0.224
Cl8 -9.611 -2.954 -1.913
C19 2.486 -5.926 -0.280
C20 1.642 -5.294 0.631
C21 0.481 -4.672 0.190
C22 0.186 -4.700 -1.165
C23 1.013 -5.317 -2.089
C24 2.174 -5.934 -1.636
N2 -1.060 -4.055 -1.642
O8 -1.762 -3.490 -0.811
O9 -1.304 -4.118 -2.836
H32 3.387 -6.416 0.068
H33 1.886 -5.292 1.686
H34 -0.186 -4.181 0.885
H35 0.757 -5.319 -3.140
H36 2.832 -6.424 -2.342
Br6 -1.059 1.048 -6.716

---

C25H20FNO2 | ωB97M-V with the def2-TZVPD basis set

Values from the calculation:
multiplicity = 1
Kohn-Sham gap = 8.3 eV
structure (SMILES) = O=C1C=CC[C@@H](/C=C/c2c(C3CC3)nc3ccccc3c2-c2ccc(F)cc2)O1
total energy = -1269.700493 Ha
E_HOMO = -8.464 eV

Cartesian coordinates (Å):
O1 -0.012 6.548 1.080
F1 4.940 -1.017 -3.604
N1 -2.377 -1.885 0.217
O2 -0.183 4.252 1.112
C1 0.329 5.455 1.532
C2 1.439 5.463 2.536
C3 1.915 4.271 3.027
C4 0.426 0.598 0.555
C5 -0.072 1.893 0.778
C6 -1.664 -0.893 0.696
C7 2.635 -0.497 -3.485
C8 3.748 -1.605 -1.613
C9 1.437 -0.567 -2.820
C10 2.531 -1.634 -0.941
C11 -2.371 -4.576 -2.249
C12 -1.075 -4.477 -2.779
C13 3.795 -1.013 -2.903
C14 -0.387 -0.555 0.123
C15 1.383 -1.135 -1.551
C16 -2.760 -3.708 -1.226
C17 -0.192 -3.453 -2.324
C18 0.097 -1.380 -0.905
C19 -1.898 -2.706 -0.766
C20 -0.625 -2.546 -1.325
C21 1.413 2.968 2.496
C22 0.708 3.127 1.138
C23 -3.650 0.516 1.821
C24 -3.368 -0.689 2.715
C25 -2.225 -0.104 1.876
H1 1.856 6.407 2.775
H2 2.738 4.327 3.747
H3 1.525 0.500 0.558
H4 -1.162 2.035 0.653
H5 2.649 -0.049 -4.485
H6 4.639 -2.028 -1.220
H7 0.533 -0.169 -3.265
H8 2.417 -2.120 0.018
H9 -3.073 -5.332 -2.602
H10 -0.787 -5.215 -3.528
H11 -3.755 -3.794 -0.811
H12 0.795 -3.426 -2.787
H13 0.690 2.509 3.184
H14 2.262 2.305 2.287
H15 1.467 3.324 0.383
H16 -4.234 0.375 0.907
H17 -3.868 1.482 2.288
H18 -3.387 -0.479 3.778
H19 -3.800 -1.641 2.409
H20 -1.446 0.334 2.499

---

Which of these has the highest multiplicity?
H18O15SV

---

The highest multiplicity belongs to which entry?
H18O15SV